Record 1
This record from OMol25 describes a structure of composition C5H8N2 at a distorted geometry. The level of theory is ωB97M-V/def2-TZVPD.

Summary:
LUMO energy = 0.8 eV
relative energy (zero: lowest compared OMol25 entry of this formula, charge and spin) = 3.186 eV
HOMO-LUMO gap = 10.33 eV

Each line ends with the Löwdin charge.
Cartesian coordinates (Å):
C 0.460 -0.447 -1.363  -0.04
C -0.570 -0.746 -0.015  -0.17
C 0.533 -0.903 1.025  -0.18
N 0.779 0.522 0.712  -0.06
C -0.668 0.684 0.536  -0.33
C -1.209 1.683 -0.395  -0.17
N -1.655 2.426 -1.162  0.15
H 1.559 -0.419 -1.166  0.08
H 0.291 -1.217 -2.092  0.04
H 0.305 0.550 -1.815  0.06
H -1.491 -1.381 0.091  0.14
H 1.280 -1.656 0.759  0.11
H 0.231 -1.021 2.075  0.11
H 1.316 1.124 1.297  0.11
H -1.161 0.801 1.513  0.14

=====

Record 2
This record from OMol25 describes the ion C3H11N2O4 with charge +1 at a distorted geometry. The level of theory is ωB97M-V/def2-TZVPD.

Summary:
total charge = +1
LUMO energy = -3.2 eV
SMILES = N[C@@](O)(C[NH3+])C(O)(O)O
relative energy (zero: lowest compared OMol25 entry of this formula, charge and spin) = 2.277 eV
HOMO-LUMO gap = 10.82 eV

Each line ends with the Löwdin charge.
Cartesian coordinates (Å):
N 1.443 0.869 -1.246  0.11
C 0.367 0.568 -0.269  -0.50
O 0.354 1.577 0.768  0.04
C -1.038 0.634 -0.891  -0.04
N -2.070 0.715 0.235  0.17
C 0.589 -0.873 0.340  -0.60
O 1.758 -0.703 1.106  0.04
O 0.770 -1.872 -0.645  0.07
O -0.488 -1.305 1.114  0.01
H 1.637 0.114 -1.983  0.14
H 2.319 0.738 -0.606  0.14
H 1.177 2.045 0.588  0.12
H -1.430 -0.340 -1.446  0.19
H -0.971 1.626 -1.369  0.15
H -3.087 0.792 -0.050  0.21
H -1.891 1.592 0.778  0.17
H -1.713 0.000 0.853  0.10
H 2.213 -1.604 1.240  0.17
H 0.471 -2.761 -0.522  0.11
H -0.411 -1.812 2.005  0.20

=====

Record 3
This record from OMol25 describes a structure of composition CrN4O12 at a distorted geometry. The level of theory is ωB97M-V/def2-TZVPD.

Summary:
2S+1 = 5
total charge = -2
LUMO energy (alpha / beta) = 5.9 / 5.9 eV
relative energy (zero: lowest compared OMol25 entry of this formula, charge and spin) = 0.000 eV
HOMO-LUMO gap (alpha / beta) = 6.43 / 8.25 eV

Each line ends with the Mulliken spin population.
Cartesian coordinates (Å):
Cr -0.020 -0.146 0.235  3.95
N 2.396 0.495 -0.697  -0.01
O 1.784 -0.550 -0.859  0.00
O 3.281 0.989 -1.356  0.02
O 1.682 1.189 0.003  0.01
N -0.732 1.472 -2.454  0.01
O -0.790 0.670 -1.532  0.00
O -1.546 2.162 -2.872  0.00
O 0.404 1.654 -2.820  0.01
N 0.278 -2.545 1.165  -0.02
O 0.664 -1.520 1.668  -0.01
O 0.249 -3.645 1.646  0.02
O -0.191 -2.299 0.054  0.01
N -1.929 0.552 2.020  -0.01
O -0.805 1.070 1.841  0.01
O -2.719 0.606 2.948  0.02
O -2.006 -0.155 1.009  0.00

=====

> Among the records above, which one has the lowest relative energy (zero: lowest compared OMol25 entry of this formula, charge and spin)?

CrN4O12

=====

Copy entry 2 word for word.
This record from OMol25 describes the ion C3H11N2O4 with charge +1 at a distorted geometry. The level of theory is ωB97M-V/def2-TZVPD.

Summary:
total charge = +1
LUMO energy = -3.2 eV
SMILES = N[C@@](O)(C[NH3+])C(O)(O)O
relative energy (zero: lowest compared OMol25 entry of this formula, charge and spin) = 2.277 eV
HOMO-LUMO gap = 10.82 eV

Each line ends with the Löwdin charge.
Cartesian coordinates (Å):
N 1.443 0.869 -1.246  0.11
C 0.367 0.568 -0.269  -0.50
O 0.354 1.577 0.768  0.04
C -1.038 0.634 -0.891  -0.04
N -2.070 0.715 0.235  0.17
C 0.589 -0.873 0.340  -0.60
O 1.758 -0.703 1.106  0.04
O 0.770 -1.872 -0.645  0.07
O -0.488 -1.305 1.114  0.01
H 1.637 0.114 -1.983  0.14
H 2.319 0.738 -0.606  0.14
H 1.177 2.045 0.588  0.12
H -1.430 -0.340 -1.446  0.19
H -0.971 1.626 -1.369  0.15
H -3.087 0.792 -0.050  0.21
H -1.891 1.592 0.778  0.17
H -1.713 0.000 0.853  0.10
H 2.213 -1.604 1.240  0.17
H 0.471 -2.761 -0.522  0.11
H -0.411 -1.812 2.005  0.20